Entry 1:
Here is a 10-piece molecular cluster, C20H44F14N10O30S14 overall from OMol25. Energies are from the ωB97M-V functional and the def2-TZVPD basis.

Last column: Löwdin charge in e.
Geometry (Å):
H1 2.08 0.05 -3.80  0.10
O1 3.08 -4.47 1.90  -0.22
N1 6.95 -6.59 -3.78  -0.29
O2 6.19 -4.98 -1.96  -0.32
O3 -0.53 -2.86 -8.60  -0.32
C1 2.20 0.85 2.68  0.04
O4 -4.91 -0.12 -1.18  -0.31
S1 6.01 1.58 1.78  0.60
F1 -3.89 -2.17 -1.48  -0.20
H2 -2.42 5.95 6.12  0.09
H3 -2.51 6.82 3.59  0.08
C2 -3.40 4.23 5.05  -0.43
H4 -0.35 4.00 2.22  0.08
C3 -3.66 4.77 2.03  -0.14
H5 -5.68 4.87 2.39  0.14
O5 1.11 -3.88 -7.07  -0.29
C4 -1.29 -0.54 -3.00  -0.07
O6 -3.74 -0.50 2.48  -0.34
H6 0.91 -2.46 -3.82  0.12
F2 -2.69 -2.84 -5.15  -0.21
N2 -2.25 4.17 4.04  0.17
O7 -0.55 0.92 2.02  0.11
S2 -5.02 -0.80 1.82  0.61
O8 5.68 -4.70 -5.27  -0.34
S3 3.27 -3.07 2.20  0.59
F3 -1.94 6.52 -6.00  -0.21
O9 3.74 0.57 -0.46  -0.29
C5 0.33 0.16 -1.49  -0.07
S4 6.49 -6.38 -2.37  0.42
S5 -1.49 -3.57 -5.91  0.56
C6 -1.85 0.85 -2.59  -0.12
O10 -2.24 -4.19 -7.01  -0.30
O11 -2.79 5.12 -4.46  -0.32
N3 -0.56 6.21 -4.22  -0.25
S6 4.87 1.44 -0.37  0.33
H7 -3.68 5.46 1.18  0.15
H8 2.24 0.46 1.66  0.09
O12 -0.96 3.90 4.53  0.15
H9 -1.92 6.69 1.86  0.11
F4 -1.33 -7.62 1.26  -0.18
H10 -1.52 -0.83 -4.02  0.11
H11 -1.49 -1.26 3.47  0.10
O13 0.92 4.11 -3.78  -0.28
H12 -1.37 1.11 -0.56  0.08
C7 -2.29 4.84 2.67  -0.43
O14 0.01 -5.87 1.91  -0.29
O15 1.95 -4.67 4.53  -0.32
F5 1.27 -1.58 -7.61  -0.25
C8 -1.25 4.29 1.67  0.01
H13 1.25 0.35 4.38  0.16
N4 -2.30 -5.44 0.40  -0.25
C9 -1.88 6.29 2.87  0.01
H14 3.73 -3.35 -1.29  0.07
H15 -0.85 6.35 3.22  0.11
C10 -0.83 1.15 -1.51  -0.18
O16 5.88 -7.51 -1.67  -0.32
O17 -2.20 -6.09 2.87  -0.35
O18 -6.08 0.26 1.71  -0.36
F6 2.40 -2.35 1.04  -0.19
O19 6.13 0.93 -0.91  -0.29
H16 -0.36 2.12 -1.65  0.09
O20 -1.15 4.40 -2.29  -0.31
S7 2.90 -3.50 4.47  0.52
H17 2.12 -3.96 -1.02  0.06
N5 4.83 2.35 0.76  -0.27
H18 -3.00 2.20 5.55  0.11
C11 1.01 0.06 -4.02  0.05
N6 -0.64 -2.11 -6.25  -0.26
F7 5.44 2.09 3.22  -0.25
H19 2.28 -1.58 -1.26  0.07
S8 -1.50 5.33 -5.08  0.39
C12 -0.18 -0.03 2.70  -0.32
O21 4.58 -2.51 1.93  -0.25
S9 -0.18 4.89 -3.26  0.51
O22 -0.35 -5.79 -1.15  -0.28
H20 0.00 -0.42 -0.63  0.12
H21 0.70 -0.42 -4.94  0.08
F8 -2.06 -4.23 -1.43  -0.21
N7 1.18 -0.04 3.45  0.09
C13 -3.41 5.59 5.83  -0.01
H22 -1.48 3.36 1.14  0.10
C14 2.78 -3.55 -1.79  -0.05
O23 7.30 2.17 1.81  -0.29
C15 -0.73 -1.42 2.70  0.03
H23 -1.26 -1.73 1.80  0.08
C16 -3.29 3.12 6.06  -0.02
C17 -4.77 5.03 2.97  -0.18
H24 0.19 -2.65 -2.26  0.12
O24 -0.91 -4.30 -4.82  -0.27
N8 2.48 -2.34 3.58  -0.30
N9 -4.88 -1.98 0.56  -0.23
C18 0.87 -2.01 -2.83  -0.10
S10 5.52 -6.02 -4.55  0.61
H25 3.16 0.71 3.17  0.09
O25 -0.98 4.35 -6.05  -0.29
O26 -2.65 -0.74 -0.01  -0.31
F9 8.00 -6.48 -1.87  -0.24
O27 -0.51 -3.70 0.26  -0.29
H26 1.32 0.57 -1.31  0.11
C19 -4.67 4.10 4.16  -0.12
H27 2.94 -4.31 -2.55  0.07
H28 -4.78 6.04 3.37  0.11
H29 -1.66 -1.39 -2.42  0.11
H30 -5.50 4.30 4.84  0.13
H31 -3.80 3.86 1.46  0.15
O28 4.23 -6.24 -3.89  -0.30
H32 -3.98 5.52 6.76  0.10
F10 -5.78 -1.79 2.82  -0.22
H33 -3.84 6.46 5.33  0.07
H34 -4.74 3.06 3.83  0.14
S11 -4.09 -1.03 -0.36  0.48
O29 5.99 0.12 1.93  -0.29
H35 -1.92 1.50 -3.46  0.11
F11 2.37 -2.71 5.86  -0.30
N10 0.27 -0.59 -2.86  -0.17
H36 1.58 -0.96 3.46  0.02
H37 1.81 1.87 2.65  0.09
H38 -0.12 -2.28 2.98  0.10
S12 0.17 -2.80 -7.36  0.41
H39 -4.17 3.00 6.69  0.11
H40 -2.93 0.82 -2.42  0.10
F12 5.48 -7.04 -5.74  -0.21
F13 0.74 5.68 -2.23  -0.24
F14 4.47 2.49 -1.46  -0.19
S13 -1.11 -4.85 -0.32  0.37
H41 3.07 -1.72 -2.79  0.11
H42 -0.85 4.99 0.94  0.11
O30 4.29 -3.77 4.83  -0.29
S14 -1.41 -6.11 1.64  0.53
H43 -2.50 3.39 6.76  0.09
C20 2.26 -2.14 -2.20  -0.21
H44 0.80 1.13 -3.93  0.09

HOMO = -1.61 eV
Frontier orbital gap = 1.06 eV
Net charge = -4

---

Entry 2:
Here is C15H33CuN9S as an isolated structure from OMol25. Energies are from the ωB97M-V functional and the def2-TZVPD basis.

Last column: Mulliken spin population.
Geometry (Å):
C1 -2.55 1.41 1.42  -0.01
H1 1.82 -1.58 3.26  0.00
H2 2.71 0.82 -3.61  0.00
S1 -1.00 2.00 1.02  0.12
C2 -0.44 1.95 -3.66  0.00
N1 1.03 -0.45 -3.67  0.01
H3 1.39 -3.71 0.97  0.00
H4 -4.79 -0.75 1.88  0.00
H5 0.47 2.45 -1.27  0.00
N2 0.12 -2.00 1.01  0.02
C3 -0.36 -0.39 -4.12  0.00
H6 3.02 -2.24 1.77  0.00
H7 -0.97 2.74 -3.13  0.00
H8 -3.23 3.03 2.48  0.00
H9 2.04 1.63 -1.47  0.00
H10 -5.09 0.26 0.46  0.00
H11 3.86 0.97 1.48  0.00
H12 1.18 -2.87 -0.55  0.00
H13 -0.47 2.16 -4.73  0.00
N3 0.36 0.34 -1.45  0.11
N4 -1.09 0.66 -3.40  0.00
H14 0.12 0.74 3.05  0.00
N5 0.84 0.16 2.64  0.12
C4 3.18 0.21 1.85  0.00
H15 -0.02 -3.12 2.82  0.00
N6 -3.07 0.22 1.09  0.00
Cu1 0.46 0.14 0.62  0.61
C5 2.63 -1.98 0.78  0.00
C6 1.66 0.85 -3.93  0.00
H16 -1.16 -1.79 2.64  0.00
C7 -1.05 0.39 -1.99  -0.02
H17 -0.39 -0.18 -5.18  0.00
C8 0.81 -1.18 3.24  0.00
H18 -5.53 2.04 1.96  0.00
H19 -1.58 1.18 -1.45  0.00
C9 1.06 -0.72 -2.26  -0.01
H20 -2.68 -0.30 0.32  0.00
N7 2.55 -0.49 0.69  0.05
C10 -0.13 -2.10 2.46  0.00
H21 2.47 0.94 3.77  0.00
H22 -4.85 1.14 3.33  0.00
H23 3.37 -2.36 0.07  0.00
C11 -4.52 0.18 1.38  0.00
H24 0.56 -1.67 -2.07  0.00
H25 3.06 -0.21 -0.14  0.00
H26 3.78 -0.49 2.42  0.00
C12 1.32 -2.72 0.52  0.00
H27 -1.51 -0.58 -1.79  0.01
N8 0.96 1.92 -3.22  0.01
H28 -0.68 -2.42 0.54  0.00
H29 2.10 -0.78 -1.92  0.00
H30 1.93 1.90 2.39  0.00
N9 -3.43 2.11 2.11  0.01
C13 -4.71 1.41 2.28  0.00
H31 -0.84 -1.35 -3.94  0.00
C14 1.00 1.66 -1.81  -0.01
H32 1.64 1.05 -5.00  0.00
H33 0.49 -1.13 4.29  0.00
C15 2.12 0.88 2.73  -0.01

HOMO (alpha / beta) = -14.34 / -14.32 eV
Frontier orbital gap (alpha / beta) = 9.24 / 7.14 eV
Energy above the lowest of the compared OMol25 structures with the same formula, charge and spin = 0.0 kJ/mol
2S+1 = 2
<S²> = 0.75
Net charge = +2

---

Entry 3:
Here is one molecule with the formula C4H10N2O from OMol25. Energies are from the ωB97M-V functional and the def2-TZVPD basis.

Last column: natural (NBO) charge in e.
Geometry (Å):
H1 -1.68 0.69 -0.63  0.22
H2 0.12 2.15 -1.27  0.22
C1 -0.75 0.56 -0.09  -0.13
C2 1.02 -1.31 -1.11  -0.42
H3 1.03 1.61 0.28  0.21
O1 -2.13 -0.04 1.76  -0.57
C3 0.09 1.85 -0.22  -0.61
H4 -0.35 2.63 0.42  0.21
H5 1.38 -1.27 -2.13  0.21
H6 1.88 -0.98 -0.48  0.19
N1 -0.19 -0.49 -0.99  -0.68
H7 0.72 -2.29 -0.72  0.19
N2 0.11 -0.48 1.93  -0.84
H8 -0.22 -1.15 2.61  0.39
H9 -0.70 -0.56 -1.85  0.37
H10 0.71 -0.93 1.26  0.37
C4 -1.04 0.02 1.26  0.68

SMILES = CN[C@H](C)C(N)=O
HOMO = -8.54 eV
Frontier orbital gap = 9.37 eV
Energy above the lowest of the compared OMol25 structures with the same formula, charge and spin = 174.2 kJ/mol

---

Entry 4:
Here is C12H7IrN2O5 as an isolated structure from OMol25. Energies are from the ωB97M-V functional and the def2-TZVPD basis.

Last column: Mulliken spin population.
Geometry (Å):
O1 -1.01 0.58 -2.87  0.14
C1 -1.79 0.42 2.96  0.22
H1 -1.41 -1.87 -0.23  0.02
Ir1 1.46 -0.75 -1.49  1.07
C2 2.53 -0.90 -3.09  0.14
C3 -0.73 0.55 2.07  0.19
H2 -1.84 1.08 3.83  0.00
H3 0.61 2.06 2.80  0.00
C4 -2.73 -0.58 2.68  0.30
H4 -3.58 -0.74 3.35  0.01
C5 -0.60 -0.27 0.94  0.23
O2 3.73 -1.64 0.50  0.08
O3 0.21 4.94 -3.45  -0.02
N1 0.62 0.06 0.35  0.18
H5 0.74 2.49 -2.68  0.62
H6 -3.37 -2.17 1.36  0.00
C6 -0.07 0.14 -2.36  0.34
O4 3.17 -1.01 -4.05  0.02
C7 -1.54 -1.25 0.66  0.26
C8 -2.61 -1.40 1.55  0.36
C9 2.92 -1.29 -0.24  0.21
H7 2.15 1.51 0.85  0.00
N2 0.41 1.35 2.10  0.13
C10 1.20 1.03 1.05  0.19
O5 0.32 -3.61 -1.79  0.02
C11 0.75 -2.54 -1.67  0.15
C12 0.46 3.86 -3.15  0.14

HOMO (alpha / beta) = -14.93 / -21.29 eV
Frontier orbital gap (alpha / beta) = 2.21 / 4.86 eV
Energy above the lowest of the compared OMol25 structures with the same formula, charge and spin = 81.3 kJ/mol
2S+1 = 6
<S²> = 8.77
Net charge = +3

---

Entry 5:
Here is C35H37AsN2OSTc as an isolated structure from OMol25. Energies are from the ωB97M-V functional and the def2-TZVPD basis.

Last column: Mulliken spin population.
Geometry (Å):
H1 -0.34 -2.53 4.95  0.00
C1 -1.77 -0.36 0.44  -0.10
H2 -0.25 2.85 -1.05  0.00
N1 -0.45 0.19 0.39  -0.27
H3 4.67 -5.05 -1.36  0.00
H4 -0.74 -3.56 -1.75  0.00
H5 -1.03 -2.60 -0.30  0.00
C2 1.55 -1.51 2.33  0.01
C3 1.00 -2.50 -1.05  0.00
H6 -1.43 -1.02 2.45  -0.08
C4 -1.46 3.73 2.95  0.01
H7 0.93 3.99 5.23  0.00
C5 1.31 -1.16 -3.96  0.00
S1 -1.77 2.68 1.64  0.00
C6 -0.91 1.79 -2.84  0.00
H8 -0.51 5.89 6.02  0.00
C7 -0.05 0.68 -2.72  0.05
C8 -1.10 2.80 -1.74  0.01
H9 0.38 -3.26 2.69  0.00
C9 -4.39 -1.26 0.82  -0.04
H10 -1.99 2.60 -1.15  0.00
H11 4.87 -0.18 -0.26  0.00
C10 0.01 4.28 4.75  0.00
H12 2.79 0.27 2.31  -0.02
C11 3.93 0.00 -0.78  0.01
H13 1.19 -4.63 -0.99  0.00
C12 3.10 -3.70 -0.75  0.00
C13 0.74 -0.68 4.86  0.00
C14 1.69 -1.28 -0.97  0.03
C15 -2.22 1.38 -6.39  0.00
N2 -0.34 3.53 3.67  0.01
H14 -4.68 -0.71 -1.24  0.00
H15 1.98 1.04 4.52  0.00
H16 -2.61 6.39 4.72  0.00
H17 -2.39 0.07 -1.57  0.00
H18 1.89 -1.85 1.36  -0.01
O1 0.50 2.55 3.31  0.02
H19 4.33 -5.08 0.36  0.00
C16 -1.44 1.15 -5.12  0.00
Tc1 0.11 1.15 1.92  2.25
H20 -0.88 -1.80 -1.87  0.00
C17 1.60 0.13 4.10  -0.01
C18 -2.17 -0.91 1.67  0.12
C19 -0.79 5.30 5.15  0.00
C20 -0.49 -2.62 -1.25  0.00
C21 3.77 -2.48 -0.71  0.00
C22 2.01 -0.27 2.83  0.02
H21 3.43 0.84 -0.31  0.00
H22 2.21 -0.91 -3.40  0.00
As1 0.86 0.47 -0.99  -0.01
C23 1.72 -3.69 -0.93  0.00
C24 0.23 -0.10 -3.86  -0.01
C25 -0.49 0.14 -5.02  0.00
H23 -2.27 2.85 -4.10  0.00
H24 -2.03 2.38 -6.79  0.00
C26 -3.47 -1.34 1.86  0.04
H25 1.60 -1.27 -5.01  0.00
H26 -3.18 4.98 2.76  0.00
C27 -1.60 1.99 -4.02  0.00
H27 -3.76 -1.76 2.82  0.00
C28 -2.29 4.80 3.34  0.00
H28 -1.22 3.80 -2.16  0.00
H29 3.22 -5.86 -0.77  0.00
H30 4.85 -2.47 -0.58  0.00
C29 3.09 -1.27 -0.81  -0.03
C30 0.31 -1.89 4.35  -0.01
C31 -1.96 5.57 4.42  0.00
H31 -1.95 0.65 -7.16  0.00
C32 -3.98 -0.75 -0.41  0.02
H32 -3.29 1.30 -6.21  0.00
C33 -2.69 -0.31 -0.60  -0.04
H33 0.44 -0.36 5.85  0.00
H34 -5.40 -1.61 0.96  0.00
C34 3.87 -5.00 -0.63  0.00
H35 -0.28 -0.47 -5.89  0.00
H36 0.97 -2.14 -3.61  0.00
C35 0.71 -2.31 3.09  0.01
H37 4.19 0.31 -1.80  0.00

HOMO (alpha / beta) = -10.56 / -10.42 eV
Frontier orbital gap (alpha / beta) = 6.72 / 7.40 eV
Energy above the lowest of the compared OMol25 structures with the same formula, charge and spin = 82.0 kJ/mol
2S+1 = 3
<S²> = 2.10
Net charge = +1

---

Entry 6:
Here is C8H12F24Na3O6P4 as an isolated structure from OMol25. Energies are from the ωB97M-V functional and the def2-TZVPD basis.

Last column: natural (NBO) charge in e.
Geometry (Å):
H1 1.63 -2.09 -22.37  0.22
H2 1.66 -5.06 -21.75  0.20
O1 2.95 -5.33 -23.38  -0.49
O2 -2.23 -3.31 -21.28  -0.69
F1 -1.14 -3.09 -18.39  -0.58
C1 0.40 -5.35 -20.62  0.05
H3 -0.75 -5.95 -18.82  0.23
F2 0.45 -2.40 -14.13  -0.57
H4 -0.45 -7.17 -20.10  0.21
F3 2.79 -0.52 -17.11  -0.61
F4 -0.96 -2.03 -16.02  -0.61
Na1 -0.43 -0.37 -16.35  0.92
F5 2.48 1.07 -19.08  -0.59
O3 -0.09 -4.03 -20.79  -0.48
H5 2.96 -1.47 -21.39  0.24
P1 2.17 0.99 -17.45  2.59
H6 1.40 -4.69 -18.79  0.29
F6 -1.90 -4.14 -15.95  -0.60
F7 -2.76 -1.10 -15.10  -0.60
F8 1.21 -3.19 -18.71  -0.60
F9 -3.81 -3.13 -14.87  -0.60
P2 -2.33 -2.62 -15.44  2.61
H7 0.69 -5.76 -21.59  0.19
H8 2.26 -4.43 -20.15  0.21
F10 -3.07 -2.46 -16.87  -0.61
F11 3.19 -1.88 -16.02  -0.59
C2 -1.39 -4.14 -20.89  1.02
F12 2.02 0.96 -15.76  -0.58
F13 2.11 -1.12 -13.81  -0.57
Na2 -1.84 -1.88 -20.37  0.95
H9 2.19 -6.11 -19.59  0.22
C3 3.27 -3.56 -21.88  0.05
F14 0.80 0.21 -17.79  -0.61
C4 1.61 -5.20 -19.73  -0.65
Na3 2.50 -2.06 -17.96  0.92
C5 2.34 -2.35 -21.59  -0.65
F15 -0.09 -2.18 -20.32  -0.59
H10 1.77 -2.30 -20.66  0.23
F16 1.33 -3.33 -16.13  -0.59
C6 -0.68 -6.12 -19.90  -0.09
O4 3.65 -3.26 -23.20  -0.48
F17 3.69 1.58 -17.17  -0.59
F18 1.00 -0.87 -15.88  -0.61
O5 -1.75 -5.47 -20.60  -0.49
F19 -1.69 -2.87 -13.98  -0.56
H11 3.20 -5.60 -21.29  0.20
F20 0.31 -1.78 -17.13  -0.54
F21 1.65 2.54 -17.50  -0.57
O6 3.96 -4.27 -25.21  -0.60
H12 4.09 -3.52 -21.16  0.19
P3 1.80 -2.16 -15.04  2.58
F22 1.43 -1.02 -18.93  -0.58
C7 3.51 -4.28 -24.04  0.97
F23 -1.11 -0.90 -18.67  -0.58
F24 2.66 -3.29 -14.27  -0.58
C8 2.72 -4.94 -22.00  -0.13
P4 0.10 -1.99 -18.69  2.60

HOMO = -8.86 eV
Frontier orbital gap = 10.03 eV
Net charge = -1

---

Entry 7:
Here is one molecule with the formula C9H19NS from OMol25. Energies are from the ωB97M-V functional and the def2-TZVPD basis.

Last column: natural (NBO) charge in e.
Geometry (Å):
C1 -0.77 -1.11 -0.01  0.14
H1 2.38 0.82 1.55  0.25
H2 1.78 2.53 1.32  0.21
H3 1.39 -2.01 -0.82  0.18
C2 1.62 -1.09 -0.43  -0.06
C3 -1.36 -0.82 -1.43  -0.60
H4 -2.45 -1.20 -1.29  0.20
C4 1.40 1.59 -1.10  -0.63
C5 -1.67 -0.58 1.17  -0.62
H5 -1.30 0.17 -1.63  0.20
H6 -0.42 -3.11 -0.79  0.21
C6 -0.73 1.90 0.03  -0.63
H7 2.27 1.05 -1.21  0.23
H8 -0.39 2.98 0.33  0.22
H9 -1.57 -2.87 0.65  0.23
H10 0.86 1.29 -2.10  0.19
N1 0.50 -0.33 0.00  -0.46
H11 0.79 1.18 2.16  0.20
S1 3.21 -0.81 -0.24  -0.13
H12 -1.34 1.54 0.81  0.22
C7 0.62 1.15 0.11  0.17
H13 -0.93 -0.05 1.91  0.22
C8 1.44 1.46 1.43  -0.63
C9 -0.57 -2.54 0.19  -0.64
H14 0.29 -2.81 0.86  0.24
H15 -1.08 -1.46 -2.19  0.22
H16 -2.41 0.09 0.83  0.22
H17 -1.99 -1.49 1.89  0.22
H18 1.50 2.69 -1.00  0.21
H19 -1.06 1.83 -1.00  0.22

SMILES = CC(C)(C)N(C=S)C(C)(C)C
HOMO = -8.00 eV
Frontier orbital gap = 8.63 eV
Energy above the lowest of the compared OMol25 structures with the same formula, charge and spin = 0.0 kJ/mol

---

Entry 8:
Here is C2H2Br3Cl as an isolated structure from OMol25. Energies are from the ωB97M-V functional and the def2-TZVPD basis.

Last column: natural (NBO) charge in e.
Geometry (Å):
H1 -0.16 1.65 0.08  0.16
H2 1.66 -1.30 0.56  0.17
Br1 -2.04 0.37 -0.86  0.16
C1 -0.44 1.28 -0.78  -0.39
Br2 0.35 2.00 -2.32  0.11
C2 0.70 -1.01 0.74  -0.26
Br3 -0.59 -2.34 0.15  0.05
Cl1 0.52 -0.63 2.43  0.01

HOMO (alpha / beta) = -9.17 / -8.37 eV
Frontier orbital gap (alpha / beta) = 8.65 / 7.23 eV
Energy above the lowest of the compared OMol25 structures with the same formula, charge and spin = 64.2 kJ/mol

---

Entry 9:
Here is a 2-piece molecular cluster, C5H16N5 overall from OMol25. Energies are from the ωB97M-V functional and the def2-TZVPD basis.

Last column: natural (NBO) charge in e.
Geometry (Å):
N1 -1.83 2.06 -0.05  -0.72
H1 -1.35 2.86 0.39  0.39
H2 -1.24 0.15 -0.77  0.44
H3 -2.47 2.67 -0.60  0.37
C1 -2.35 -1.58 -1.15  -0.40
N2 1.22 -0.53 0.24  -0.32
N3 0.76 -1.49 1.08  -0.68
N4 -1.61 -0.61 -0.23  -0.65
C2 1.66 0.72 0.79  -0.27
H4 3.31 -0.77 0.89  0.22
H5 -3.32 1.78 1.30  0.42
C3 3.22 0.26 -1.10  -0.62
H6 0.82 -1.24 2.09  0.36
H7 1.54 0.75 1.88  0.19
H8 2.27 0.54 -1.60  0.22
H9 -0.89 -1.22 0.27  0.50
C4 -2.50 -0.03 0.75  0.25
H10 3.86 1.11 -0.90  0.23
C5 2.73 -0.15 0.25  -0.07
H11 -2.06 -2.56 -0.94  0.23
H12 1.31 1.62 0.37  0.21
H13 3.91 -0.50 -1.57  0.23
N5 -2.61 1.23 0.77  -0.39
H14 1.24 -2.30 0.81  0.38
H15 -2.14 -1.28 -2.16  0.23
H16 -3.47 -1.50 -0.83  0.25

HOMO = -12.08 eV
Frontier orbital gap = 9.35 eV
Energy above the lowest of the compared OMol25 structures with the same formula, charge and spin = 483.1 kJ/mol
Net charge = +1